Entry 1:
C28H37I2N3O6PS | ωB97M-V with the def2-TZVPD basis set

Calculated values
Total energy   -82710.1749 eV
Charge   +1
Multiplicity   1
SMILES string   CCNc1c(COCCOCC)c(I)c(-c2ccccn2)c2c(CC(=O)I)c(P(=O)(O)O)[n+](CC)c(CCCS)c12
Energy above the lowest of the compared OMol25 structures with the same formula, charge and spin   0.000 eV

Last column: Mulliken charge in e.
Element x y z (Å)
C1 0.212 -4.166 1.818  -2.10
C2 -0.514 -3.037 1.094  -0.17
N1 -0.126 -1.705 1.618  0.07
C3 -0.279 -0.592 0.719  -1.15
C4 -1.532 -0.143 0.390  1.04
C5 -2.764 -0.748 0.998  -2.43
O1 -3.435 -1.513 0.023  -0.36
C6 -4.824 -1.656 0.233  -0.34
C7 -5.164 -2.575 1.374  -0.88
O2 -4.977 -2.021 2.662  -0.36
C8 -5.963 -1.081 3.060  -0.33
C9 -5.335 0.124 3.716  -0.93
C10 -1.668 0.912 -0.517  -0.28
I1 -3.602 1.539 -0.992  0.11
C11 -0.591 1.567 -1.072  0.95
C12 -0.988 2.702 -1.962  -0.79
C13 -1.387 3.897 -1.405  -0.34
C14 -1.888 4.877 -2.230  -0.73
C15 -1.977 4.628 -3.574  -0.51
C16 -1.580 3.392 -4.048  -0.51
N2 -1.098 2.437 -3.263  -0.54
C17 0.735 1.127 -0.731  0.11
C18 1.961 1.702 -1.255  0.38
C19 1.988 2.802 -2.263  -1.54
C20 1.867 4.218 -1.759  0.57
O3 1.798 5.158 -2.455  -0.49
I2 1.933 4.523 0.416  -0.12
C21 3.165 1.252 -0.846  0.76
P1 4.643 2.136 -1.589  0.83
O4 4.776 1.691 -2.966  -0.68
O5 4.329 3.675 -1.450  -0.58
O6 5.989 1.987 -0.760  -0.57
N3 3.251 0.184 0.036  0.12
C22 4.615 -0.315 0.373  -0.75
C23 5.405 -0.903 -0.795  -1.37
C24 2.159 -0.399 0.543  0.81
C25 2.358 -1.517 1.503  -2.05
C26 2.481 -2.913 0.850  -0.77
C27 1.688 -3.150 -0.439  -0.63
S1 2.719 -3.328 -1.915  -0.26
C28 0.870 0.041 0.178  0.75
H1 -0.472 -4.675 2.483  0.44
H2 0.997 -3.762 2.444  0.60
H3 0.600 -4.911 1.137  0.41
H4 -0.382 -3.070 0.022  0.58
H5 -1.572 -3.201 1.245  0.38
H6 -0.697 -1.515 2.427  0.55
H7 -3.397 0.045 1.384  0.91
H8 -2.537 -1.371 1.844  0.94
H9 -5.222 -2.088 -0.676  0.42
H10 -5.308 -0.690 0.367  0.25
H11 -4.549 -3.465 1.325  0.35
H12 -6.198 -2.901 1.259  0.47
H13 -6.613 -1.570 3.780  0.39
H14 -6.594 -0.786 2.228  0.34
H15 -5.258 -0.002 4.788  0.33
H16 -5.918 1.017 3.529  0.30
H17 -4.337 0.297 3.335  0.17
H18 -1.335 4.037 -0.342  0.62
H19 -2.196 5.823 -1.825  0.52
H20 -2.345 5.366 -4.261  0.47
H21 -1.661 3.167 -5.096  0.50
H22 1.251 2.630 -3.025  0.53
H23 2.917 2.793 -2.817  0.47
H24 4.422 4.028 -0.555  0.34
H25 6.009 2.412 0.104  0.38
H26 5.142 0.494 0.844  0.55
H27 4.543 -1.078 1.115  0.49
H28 5.428 -1.976 -0.709  0.50
H29 4.965 -0.664 -1.752  0.35
H30 6.420 -0.549 -0.761  0.29
H31 3.244 -1.328 2.083  0.80
H32 1.574 -1.509 2.231  0.58
H33 3.530 -3.093 0.645  0.87
H34 2.203 -3.648 1.590  0.33
H35 0.932 -2.399 -0.614  0.16
H36 1.164 -4.091 -0.344  0.32
H37 1.998 -2.579 -2.748  0.17

Cartesian forces (eV/Å) of the 3 atoms listed first:
C -0.97 -0.12 0.78
C -0.83 -0.06 0.42
N -1.62 0.18 -0.53

Entry 2:
C4H3NO2 | ωB97M-V with the def2-TZVPD basis set

Calculated values
Total energy   -9777.6374 eV
Multiplicity   1
Energy above the lowest of the compared OMol25 structures with the same formula, charge and spin   4.049 eV

Last column: natural (NBO) charge in e.
Element x y z (Å)
O1 -1.349 0.770 -0.416  -0.59
C1 -0.745 1.097 0.764  0.40
C2 -1.682 -0.624 -0.311  0.51
N1 0.428 0.716 1.070  -0.46
C3 1.154 -0.007 0.129  -0.07
C4 0.669 -0.905 -0.734  0.06
O2 -0.651 -1.338 -0.662  -0.48
H1 -1.335 1.703 1.450  0.19
H2 2.221 0.178 0.156  0.22
H3 1.257 -1.513 -1.414  0.22

Cartesian forces (eV/Å) of the 3 atoms listed first:
O -0.10 -0.56 0.02
C 0.35 -0.19 0.41
C 0.18 0.21 -0.50

Entry 3:
C16H24B2F6LaN3O6P | ωB97M-V with the def2-TZVPD basis set

Calculated values
Total energy   -61508.2822 eV
Charge   +3
Multiplicity   1

Last column: Mulliken charge in e.
Element x y z (Å)
C1 -3.267 3.935 -0.782  -0.69
O1 -2.178 3.347 -0.016  -0.57
B1 -1.535 2.377 -0.765  0.46
O2 -1.396 2.572 -2.154  -0.44
C2 -0.899 1.043 -0.016  0.58
O3 -0.076 0.388 -1.010  -0.40
C3 1.124 -0.222 -0.665  0.90
C4 2.369 0.754 -0.439  -0.58
C5 2.386 2.005 -1.376  0.07
C6 1.830 2.068 -2.834  -0.97
N1 2.952 3.053 -0.905  -0.54
P1 1.550 -1.240 -2.253  0.11
N2 3.110 -1.468 -2.484  -0.59
C7 1.048 -1.350 0.454  -0.63
C8 2.452 -2.182 0.497  -0.92
O4 0.010 -2.365 0.174  -0.88
C9 -0.637 -2.853 1.364  0.29
F1 0.195 -3.053 2.461  -0.34
C10 -1.235 -4.326 0.991  0.69
F2 -0.116 -5.044 0.305  -0.37
F3 -1.545 -5.036 2.069  -0.16
C11 -2.426 -4.281 -0.040  0.62
F4 -3.499 -3.614 0.412  -0.17
F5 -2.021 -3.880 -1.282  -0.20
F6 -2.829 -5.584 -0.198  -0.22
B2 -2.236 0.142 0.233  0.51
O5 -2.531 -0.998 -0.537  -0.76
O6 -3.202 0.500 1.214  -0.54
C12 -0.287 1.579 1.303  1.08
C13 0.528 2.799 1.411  -0.26
C14 1.095 3.327 2.641  -0.54
N3 0.875 2.716 3.837  -0.50
C15 0.095 1.615 3.781  -0.55
C16 -0.516 0.955 2.640  -0.48
H1 -3.964 4.477 -0.093  0.26
H2 -3.876 3.144 -1.291  0.26
H3 -2.916 4.669 -1.552  0.31
H4 -1.813 1.852 -2.661  0.34
H5 2.329 1.019 0.658  0.42
H6 3.358 0.238 -0.570  0.86
H7 1.670 3.105 -3.218  0.61
H8 2.607 1.598 -3.513  0.30
H9 0.884 1.501 -3.008  -0.11
H10 2.888 3.770 -1.643  0.37
H11 0.950 -0.584 -3.360  0.32
H12 0.934 -2.563 -2.158  0.04
H13 3.346 -2.465 -2.495  0.23
H14 0.977 -0.882 1.474  0.44
H15 2.538 -2.797 1.499  0.23
H16 3.357 -1.526 0.469  0.40
H17 2.494 -2.985 -0.348  0.49
H18 -1.522 -2.263 1.710  0.32
H19 -3.484 -1.171 -0.410  0.29
H20 -3.089 -0.020 2.025  0.36
H21 0.749 3.362 0.470  0.31
H22 1.723 4.252 2.645  0.39
H23 -0.115 1.134 4.773  0.36
H24 -1.125 0.034 2.774  0.08
La1 1.912 -4.582 -0.208  2.14

Cartesian forces (eV/Å) of the 3 atoms listed first:
C -1.22 1.05 -0.32
O 0.30 -1.67 -1.26
B -0.22 1.61 -0.32

Entry 4:
H10O5 | ωB97M-V with the def2-TZVPD basis set

Calculated values
Total energy   -10399.0412 eV
Multiplicity   1
SMILES string   O.O.O.O.O
Energy above the lowest of the compared OMol25 structures with the same formula, charge and spin   1.808 eV

Last column: natural (NBO) charge in e.
Element x y z (Å)
O1 -1.330 -0.934 -2.177  -0.90
H1 -0.781 -1.602 -2.237  0.45
H2 -1.391 -0.815 -3.073  0.47
O2 -0.078 0.329 -0.004  -1.00
H3 -0.602 -0.085 -0.765  0.50
H4 0.182 -0.469 0.397  0.49
O3 -0.978 1.103 2.785  -0.95
H5 -1.409 0.288 3.130  0.46
H6 -0.856 0.808 1.826  0.49
O4 1.075 -1.862 1.108  -0.93
H7 1.710 -1.521 1.692  0.48
H8 1.623 -2.145 0.401  0.47
O5 0.694 2.539 -1.201  -0.96
H9 1.571 2.694 -1.063  0.45
H10 0.569 1.672 -0.817  0.48

Cartesian forces (eV/Å) of the 3 atoms listed first:
O -3.57 3.98 2.89
H 4.62 -5.88 0.73
H -1.09 1.70 -3.72